Formula: C61H42IrN9O2
Source: the OMol25 dataset
Level of theory: ωB97M-V/def2-TZVPD

```
115
Properties=species:S:1:pos:R:3
Ir 0.438 -0.388 0.368
C 5.367 -1.790 5.876
C 4.681 -2.705 5.092
C 3.723 -2.271 4.192
C 3.450 -0.907 4.054
C 4.155 0.007 4.836
C 5.101 -0.435 5.745
C 2.433 -0.493 3.070
C 1.164 -1.079 3.167
C 0.681 -2.018 4.115
C -0.571 -2.422 3.690
C -0.845 -1.707 2.507
N 0.155 -0.864 2.243
C -1.951 -1.790 1.519
C -1.822 -2.742 0.444
C -2.775 -3.005 -0.637
C -2.248 -3.000 -1.944
C -0.966 -2.666 -2.208
C 0.243 -2.189 -2.407
C 1.486 -2.978 -2.326
C 1.400 -4.874 -0.540
C 2.546 -5.816 -0.285
C 3.440 -5.784 -1.259
C 3.805 -3.431 -2.202
C 2.704 -2.431 -2.375
C 0.531 -0.729 -2.589
N 0.954 -0.052 -1.507
C 1.322 1.221 -1.907
C 1.886 2.154 -1.004
C 1.638 3.578 -1.153
C 0.612 4.029 -2.007
C 0.227 5.354 -2.035
C 0.849 6.283 -1.214
C 1.850 5.861 -0.347
C 2.235 4.537 -0.313
C 2.552 1.649 0.188
C 3.776 2.027 0.800
C 3.943 1.233 1.910
C 2.795 0.407 2.031
N 2.012 0.662 0.934
C 1.122 1.307 -3.306
C 0.631 0.081 -3.730
N -0.740 -3.452 0.151
C -3.027 -0.826 1.706
C -2.933 0.086 2.782
C -3.883 1.066 2.987
C -4.984 1.167 2.149
C -5.107 0.278 1.093
C -4.146 -0.689 0.862
H 6.106 -2.131 6.589
H 4.893 -3.762 5.177
H 3.224 -2.981 3.550
H 3.933 1.063 4.757
H 5.632 0.282 6.357
H 1.206 -2.365 4.988
H -1.223 -3.134 4.165
H -3.800 -3.290 -0.460
H -2.898 -3.254 -2.775
H 0.428 -5.315 -0.343
H 2.611 -6.392 0.627
H 4.356 -6.357 -1.294
H 4.541 -3.320 -2.999
H 2.941 -1.383 -2.482
H 0.074 3.316 -2.612
H -0.574 5.662 -2.693
H 0.550 7.322 -1.236
H 2.325 6.571 0.316
H 2.990 4.237 0.395
H 4.486 2.735 0.407
H 4.781 1.242 2.584
H 1.390 2.134 -3.942
H 0.379 -0.203 -4.738
H -2.097 0.009 3.464
H -3.770 1.759 3.810
H -5.736 1.926 2.316
H -5.965 0.348 0.435
H -4.250 -1.334 0.006
C 5.981 -3.389 -1.034
N 4.534 -3.253 -0.945
C 3.063 -4.807 -2.331
C 1.581 -4.464 -2.052
C 1.570 -3.610 0.255
O 0.458 -2.979 0.697
N 2.627 -2.949 0.433
C 3.966 -3.339 0.305
O 4.608 -3.583 1.310
H 6.253 -4.291 -1.587
H 6.377 -3.453 -0.026
H 6.407 -2.520 -1.539
H 3.214 -5.205 -3.335
H 0.889 -5.045 -2.662
N -5.578 2.658 -2.298
C -6.493 3.649 -2.550
C -7.708 3.649 -3.226
C -8.352 4.863 -3.334
C -7.813 6.032 -2.772
C -6.621 6.028 -2.082
C -5.942 4.812 -1.972
N -4.740 4.510 -1.384
C -4.544 3.237 -1.599
C -3.371 2.492 -1.178
C -3.071 1.238 -1.715
C -2.011 0.523 -1.209
N -1.237 0.984 -0.226
C -1.460 2.217 0.236
C -2.501 2.998 -0.211
H -5.680 1.691 -2.547
H -8.116 2.742 -3.652
H -9.287 4.920 -3.874
H -8.356 6.959 -2.892
H -6.210 6.927 -1.646
H -3.653 0.809 -2.519
H -1.778 -0.453 -1.607
H -0.781 2.574 1.000
H -2.664 3.990 0.184
```

## Properties
HOMO level (alpha / beta) (eV): -8.9827 / -8.8531
LUMO level (alpha / beta) (Eh): -0.1699 / -0.1699
Total charge: +1
Energy relative to the best compared isomer or geometry (same formula, charge and spin) (eV): 4.542
Gap between HOMO and LUMO (alpha / beta) (eV): 4.4 / 4.2
⟨S²⟩: 0.8007
Spin multiplicity: 2
Total energy (hartree): -3096.94033